# 1
22
Properties=species:S:1:pos:R:3 method="wB97M-V/def2-TZVPD" charge=+1 e_homo_ev=-13.39
C 2.4729 0.1695 -0.9551
C -3.5808 0.7322 -0.0348
C -0.2971 -1.7123 0.6118
C 2.1049 0.1499 0.4365
N 2.0021 1.1880 1.1146
O -0.1770 1.9110 -0.7199
O -2.2536 0.5377 -0.4739
O -0.0006 -0.3941 0.1454
P -0.9852 0.9717 0.3715
H 2.4182 1.1278 -1.4661
H 1.9953 -0.4988 -1.7009
H 3.5186 -0.2004 -1.0468
H -3.9625 -0.2327 0.5515
H -4.2977 0.9295 -0.9621
H -3.5830 1.6539 0.5524
H -1.3484 -1.7981 0.9069
H 0.3796 -1.9647 1.5101
H -0.1530 -2.4183 -0.1024
H 2.1109 -0.8374 0.8836
H 2.0154 2.1425 0.6976
H 1.7029 1.0997 1.9888
H -0.0391 1.5401 -1.5297



# 2
24
Properties=species:S:1:pos:R:3 method="wB97M-V/def2-TZVPD" e_homo_ev=-10.19
C -0.3729 1.6772 -0.9353
C 0.4621 1.2340 0.3175
C -0.3575 0.9832 1.5392
O -0.4016 -0.0890 2.0788
N -1.7139 1.0981 -0.8955
C -2.2104 0.2264 -1.8391
O -1.1473 -0.2312 -2.6044
O -3.3162 -0.2017 -1.9589
H 0.2014 1.3698 -1.8068
H -0.4515 2.7805 -1.0711
H 0.8278 0.3485 -0.1958
H 1.1897 2.0583 0.4318
H -1.0383 1.8088 1.9106
H -2.1475 1.1123 0.0093
H -1.5231 -0.6876 -3.3725
H 1.2563 -1.8997 0.3367
H 1.9917 -3.0528 0.7788
O 1.9405 -2.1102 0.9953
H -0.3436 -2.7340 2.5978
H -1.5019 -1.7404 2.2581
O -1.1903 -2.6462 2.1721
H 3.9267 0.6139 -0.0413
H 2.7012 -0.2651 -0.0788
O 3.2188 0.3469 -0.6264



# 3
20
Properties=species:S:1:pos:R:3 method="wB97M-V/def2-TZVPD" e_homo_ev=-8.86
C 0.2168 1.0134 -0.8763
C -0.4023 0.1093 0.3318
C -2.0120 -0.0321 0.2848
C -2.6498 0.0290 1.8202
S -2.1141 1.5507 2.6826
N 0.1713 -1.2223 0.2043
H 0.5212 0.3993 -1.6848
H -0.6394 1.6633 -1.2104
H 1.1202 1.5454 -0.4855
H -0.1157 0.6890 1.3028
H -2.4479 -1.0287 0.0695
H -2.5897 0.7220 -0.2583
H -2.1609 -0.8818 2.3466
H -3.7296 -0.0795 1.6845
H -1.3859 1.1419 3.8125
H 0.2186 -1.5294 -0.7887
H -0.5901 -1.7338 0.6032
H 6.3901 -0.5815 -4.0029
H 5.8587 -0.6290 -2.5721
O 6.3403 -1.1453 -3.2635



# 4
20
Properties=species:S:1:pos:R:3 method="wB97M-V/def2-TZVPD" e_homo_ev=-8.18
C -0.6958 -1.6378 0.3943
N -1.3665 -0.3365 0.4966
C -0.9370 0.8555 1.1482
C 0.5065 0.6705 1.7104
S 1.1886 1.9473 2.7779
C -0.8774 2.0352 0.1229
H 0.2697 -1.6876 0.8762
H -1.4442 -2.3683 0.7248
H -0.4788 -1.9560 -0.6246
H -2.3284 -0.4558 0.2402
H -1.5598 1.2736 1.9606
H 0.5293 -0.2655 2.2407
H 1.0199 0.5227 0.7612
H 0.0908 2.3959 3.3652
H -0.1278 2.6898 0.5679
H -0.5134 1.5912 -0.8225
H -1.8093 2.6298 -0.0121
H 2.2547 -2.2135 -5.0618
H 3.1005 -3.2226 -5.7318
O 3.1786 -2.4680 -5.1342



# 5
20
Properties=species:S:1:pos:R:3 method="wB97M-V/def2-TZVPD" e_homo_ev=-8.48
C 2.1836 0.0233 -1.1353
C 1.9100 1.4530 -0.6344
S 1.1984 1.7188 1.0034
C 1.3859 -1.1824 -0.5769
N 0.0175 -0.8234 -0.5250
C -1.0875 -1.7728 -0.2817
H 3.2693 -0.2559 -0.9372
H 1.9754 -0.0660 -2.2103
H 3.1367 1.8783 -0.4881
H 1.6739 2.3203 -1.4079
H 2.2619 2.1704 1.6455
H 1.7359 -1.5883 0.3303
H 1.2695 -1.9905 -1.3183
H -0.1048 -0.0213 0.1758
H -1.0351 -2.7015 -0.8717
H -1.1321 -2.1231 0.8489
H -1.9781 -1.2366 -0.6188
H -5.0224 1.6610 1.7374
H -5.7083 1.0434 3.0945
O -5.9497 1.4934 2.1699



# 6
21
Properties=species:S:1:pos:R:3 method="wB97M-V/def2-TZVPD" e_homo_ev=-9.01
N 2.0742 0.0970 -1.2129
C 0.7735 -0.1658 -1.8738
C -0.1704 1.0963 -1.6524
C 0.1339 -1.4414 -1.3186
S 0.0573 -1.6332 0.5141
S -1.7186 -0.8030 1.1244
C -1.2838 0.7908 1.8350
H 1.9817 0.1761 -0.2118
H 2.5529 0.8788 -1.6325
H 0.8169 -0.2137 -2.9742
H 0.3994 1.7277 -0.9979
H -0.9958 0.6962 -1.0493
H -0.5269 1.7062 -2.4576
H 0.7138 -2.2913 -1.6885
H -0.9038 -1.4202 -1.6825
H -2.1585 1.4487 1.8306
H -0.9791 0.6672 2.8805
H -0.4568 1.2800 1.3446
H 1.9081 2.8855 1.4442
H 1.1814 2.6798 0.0904
O 1.6337 3.3456 0.6401



# 7
19
Properties=species:S:1:pos:R:3 method="wB97M-V/def2-TZVPD" charge=-1 e_homo_ev="0.99 / -5.36" s_squared=0.75 multiplicity=2
C -2.0507 0.2776 0.9808
C -0.9995 0.8666 1.9270
S -0.9535 2.6879 1.6078
H -1.3685 -0.0184 0.2595
H -2.7166 1.0542 0.7046
H -2.5410 -0.5846 1.4516
H -0.0565 0.1877 1.6699
H -1.3377 0.7098 2.9790
C 1.1649 -2.0015 -0.8985
C 1.6216 -0.5674 -1.4352
N 0.4918 0.3249 -1.6549
H 2.0802 -2.5904 -0.8691
H 0.6053 -1.7701 0.0905
H 0.3653 -2.3379 -1.6180
H 2.3734 -0.3266 -0.5768
H 2.2071 -0.5905 -2.3318
H 0.2864 2.8443 1.2071
H 0.6249 0.8502 -2.6492
H 0.2030 0.9843 -0.8443



# 8
19
Properties=species:S:1:pos:R:3 method="wB97M-V/def2-TZVPD" charge=-1 e_homo_ev="-1.46 / -3.01" s_squared=0.76 multiplicity=2
C -0.8877 1.8508 0.0866
C 0.5519 1.9768 -0.3941
N 0.5903 2.5816 -1.7288
H -0.9172 1.7854 1.1762
H -1.4541 2.7240 -0.2409
H -1.2611 0.8852 -0.2902
H 1.1428 2.5998 0.2895
H 1.0025 0.9750 -0.3828
H -0.4624 -0.6892 -1.3926
H 0.0591 1.9750 -2.3521
H 1.5403 2.5965 -2.0847
C 1.4950 -2.0770 0.2698
C 0.4191 -1.6045 1.2318
S -1.2230 -1.4634 0.4315
H 1.4175 -1.5190 -0.6659
H 1.3481 -3.1316 0.0233
H 2.5244 -1.9483 0.6330
H 0.6289 -0.6032 1.6175
H 0.3358 -2.2868 2.0822



These records have energy relative to the best compared isomer or geometry (same formula, charge and spin) values of 106.3; 186.9; 195.2; 163.2; 289.8; 86.4; 162.0; 41.3 kJ/mol, in the order they appear.